[1]
This record from the Open Molecules 2025 dataset describes a 17-piece molecular cluster, C24H78F5N6O16S overall. The level of theory is the ωB97M-V functional and the def2-TZVPD basis.

Geometry (Å):
1 C 2.91062 -5.15133 0.55295
2 C 1.61054 -4.57146 -0.01165
3 N 1.85856 -3.45945 -0.98196
4 C 1.52630 -2.23152 -0.54770
5 N 0.26855 -1.79527 -0.48789
6 C 0.33433 -0.57278 0.00689
7 N -0.81302 0.11160 0.20464
8 C -1.05368 1.34488 0.82203
9 F -2.32357 1.66874 0.48572
10 F -0.27463 2.33602 0.39073
11 C -1.04425 1.26695 2.40349
12 F -0.53680 0.08796 2.79180
13 F -0.38761 2.27359 2.97390
14 F -2.31368 1.31480 2.85281
15 N 1.58893 -0.16287 0.21908
16 C 2.19493 1.08090 0.63426
17 N 1.99520 1.36547 2.03652
18 C 2.85196 0.53709 2.89920
19 N 2.37105 -1.26781 -0.10179
20 S 4.05265 -1.42941 -0.00307
21 H 2.99072 -6.19681 0.31547
22 H 3.77036 -4.61749 0.17689
23 H 2.90432 -5.06509 1.63075
24 H 1.08604 -5.35872 -0.52256
25 H 0.96579 -4.18620 0.76279
26 H 2.77432 -3.49824 -1.41471
27 H -1.64265 -0.39667 -0.10782
28 H 1.88607 1.90703 0.01603
29 H 3.25873 0.97223 0.41806
30 H 2.26174 2.33412 2.13970
31 H 2.55076 0.69748 3.92162
32 H 3.89708 0.81334 2.80252
33 H 2.69437 -0.50369 2.65606
34 H 4.44857 -0.84488 -1.15420
35 C 3.34529 1.48858 -2.72460
36 O 4.35533 1.76403 -1.74690
37 H 2.49841 1.03318 -2.21049
38 H 3.01538 2.40675 -3.21278
39 H 3.71611 0.79369 -3.48155
40 H 5.09607 2.16885 -2.20447
41 C -3.90666 1.90028 5.60963
42 O -2.86992 2.01713 6.58354
43 H -4.86156 1.89658 6.12637
44 H -3.87708 2.74822 4.92035
45 H -3.80030 0.96970 5.04691
46 H -2.03176 2.02336 6.11506
47 C -3.45048 -2.18646 -1.41691
48 O -3.17066 -0.84674 -0.99935
49 H -2.49988 -2.70141 -1.53185
50 H -4.04977 -2.70770 -0.66870
51 H -3.97823 -2.17965 -2.37279
52 H -4.00567 -0.38468 -0.89472
53 C 0.49269 -7.75357 -3.11285
54 O 0.65579 -8.28411 -1.79670
55 H 0.31963 -6.68511 -3.02269
56 H 1.38913 -7.92076 -3.71436
57 H -0.37023 -8.20530 -3.60550
58 H 0.79994 -9.22988 -1.87357
59 C -3.27862 -5.48433 -3.20200
60 O -1.95863 -5.19317 -3.67831
61 H -3.60312 -6.39798 -3.68942
62 H -3.26501 -5.64324 -2.12159
63 H -3.97607 -4.67982 -3.44755
64 H -1.65554 -4.39413 -3.23610
65 C -1.29026 5.48169 4.84452
66 O -0.52646 5.47913 3.63798
67 H -1.41880 6.51501 5.15017
68 H -2.27734 5.03582 4.68649
69 H -0.77296 4.94269 5.64295
70 H -0.41368 4.56728 3.36824
71 C -5.59998 4.46595 2.71950
72 O -5.56599 3.89933 1.41120
73 H -6.31716 5.28075 2.71069
74 H -5.91580 3.71900 3.45380
75 H -4.61704 4.86024 2.99186
76 H -4.92953 3.18217 1.41884
77 C 2.95714 -4.76923 -4.44254
78 O 3.81020 -4.35019 -3.36900
79 H 1.92998 -4.58078 -4.14274
80 H 3.16865 -4.20309 -5.35081
81 H 3.07925 -5.83504 -4.64246
82 H 4.71763 -4.51329 -3.63431
83 C 0.99925 3.42111 -5.61231
84 O 2.39982 3.48688 -5.82834
85 H 0.82218 2.78848 -4.74362
86 H 0.58003 4.41173 -5.41545
87 H 0.48895 2.98172 -6.47466
88 H 2.54077 4.04990 -6.60419
89 C 1.87946 3.53164 -9.60982
90 O 2.63851 4.18174 -8.59147
91 H 0.86584 3.40565 -9.23918
92 H 1.85283 4.13565 -10.51852
93 H 2.30020 2.55051 -9.83967
94 H 3.53423 4.29117 -8.92626
95 C -0.61904 -1.38364 5.80784
96 O 0.76794 -1.63296 5.60907
97 H -0.97513 -2.05060 6.58658
98 H -0.78836 -0.35267 6.12714
99 H -1.18016 -1.58163 4.88841
100 H 1.07403 -1.03832 4.92163
101 C -3.41327 4.64890 9.29703
102 O -2.53904 4.69784 8.17136
103 H -3.30778 5.58526 9.83832
104 H -4.45353 4.53973 8.98108
105 H -3.15070 3.82247 9.96297
106 H -2.62762 3.86779 7.69509
107 C -2.31556 -2.90614 -6.79971
108 O -1.27948 -3.59934 -6.11324
109 H -1.87154 -2.41524 -7.66135
110 H -3.08716 -3.59745 -7.14918
111 H -2.77423 -2.14457 -6.16119
112 H -1.66919 -4.03712 -5.34853
113 C 0.34158 3.15478 8.80601
114 O 0.63902 4.50415 9.11617
115 H 1.27824 2.61511 8.68633
116 H -0.23682 2.68301 9.60551
117 H -0.22387 3.09822 7.86923
118 H -0.20171 4.96420 9.20301
119 C -3.36713 -3.10747 2.63485
120 O -2.09800 -2.69217 2.12735
121 H -3.67253 -3.98627 2.07410
122 H -3.29911 -3.37043 3.69255
123 H -4.11820 -2.32355 2.50414
124 H -1.82778 -1.91754 2.62547
125 C 5.92343 4.25434 -7.35358
126 O 5.95705 3.77186 -8.69919
127 H 5.03703 4.87183 -7.23763
128 H 5.87005 3.42114 -6.64893
129 H 6.80846 4.85890 -7.14309
130 H 6.74304 3.22916 -8.78325

Cartesian forces, eV/Å:
C -0.4893 0.3848 0.3151
C 0.2753 -0.1610 -0.5728
N 0.4600 -0.0131 0.2547
C -0.9945 0.3273 -0.2652
N 0.1800 -0.7384 0.1634
C -0.4897 0.6290 0.2920
N 0.7179 -0.1718 -0.3236
C -1.0202 0.1092 0.2843
F 0.0422 0.0898 -0.0938
F 0.3470 0.1122 0.0648
C -0.3925 0.1982 0.1659
F 0.1070 0.2918 0.2334
F -0.2292 -0.2715 -0.0187
F 0.4713 -0.1332 -0.0438
N 0.0972 0.0243 0.0795
C 1.2653 0.3560 0.3958
N -0.0245 -0.3373 -0.4447
C -0.4285 0.6525 -0.2551
N 0.6734 -0.5337 -0.7613
S 0.2378 0.0990 0.4077
H 0.1593 -0.3791 -0.2010
H 0.3345 0.0303 -0.1254
H 0.1660 0.0179 0.3139
H -0.3988 -0.2007 -0.2747
H -0.2430 0.1043 0.2085
H 0.1144 -0.1992 -0.0500
H -0.4600 -0.0163 -0.2094
H -0.4646 0.0995 -0.1490
H 0.1114 -0.2077 -0.2715
H -0.2089 0.2457 0.2749
H -0.0486 -0.0006 0.4244
H 0.3333 -0.2296 -0.0484
H 0.0856 -0.3592 -0.0306
H -0.3462 0.1150 -0.0366
C 0.2659 0.1828 -0.0461
O -0.2536 -0.2962 0.0358
H 0.0081 -0.0013 0.0221
H -0.0750 -0.0632 -0.0744
H -0.1083 -0.0048 -0.0417
H 0.0810 0.0974 0.0307
C 0.2316 0.0730 -0.0826
O -0.1137 0.0915 0.0993
H 0.0295 0.0048 0.0970
H -0.1164 -0.0331 -0.0470
H -0.1021 0.0065 -0.0085
H 0.1178 0.0015 0.0158
C -0.1366 0.0745 -0.0082
O 0.1763 -0.2051 0.0348
H 0.0578 0.0681 0.0733
H 0.0332 -0.0566 -0.0242
H 0.0206 -0.0533 0.0127
H -0.0329 0.1352 0.0226
C 0.0431 -0.2852 0.2124
O 0.0191 0.2765 -0.0710
H -0.0385 0.0232 0.0378
H -0.0204 0.0268 -0.0845
H 0.0035 0.0785 -0.1117
H 0.0034 -0.0597 0.0349
C 0.2740 0.1051 0.0610
O -0.2030 0.1662 -0.0627
H 0.0078 -0.0197 -0.0362
H -0.0872 -0.0332 -0.0051
H -0.0365 -0.0390 -0.0074
H 0.0805 -0.0382 0.1282
C 0.1228 -0.1761 -0.1586
O -0.1023 0.1126 0.1290
H 0.0047 0.0221 0.0010
H -0.0394 0.0398 0.0639
H -0.0375 0.0544 0.0695
H 0.0336 -0.0864 -0.0646
C 0.1803 -0.2686 -0.1876
O -0.1195 0.1222 0.0694
H -0.0263 0.0077 -0.0421
H -0.0187 0.1070 0.0873
H -0.0451 0.0671 0.1139
H 0.0665 -0.0496 -0.0316
C 0.1783 0.0221 0.0503
O -0.2378 0.0924 0.0958
H -0.0035 0.0247 0.0491
H -0.0539 -0.0084 -0.0209
H -0.0432 -0.0012 -0.0108
H 0.0894 -0.0257 0.0187
C 0.2156 0.0987 -0.1647
O -0.0738 0.1262 0.2896
H -0.0062 -0.0249 0.0156
H -0.0829 -0.0368 0.0229
H -0.0752 -0.0059 0.0468
H 0.0223 -0.3317 -0.1411
C 0.1706 0.0316 0.0661
O -0.0416 0.1224 -0.1017
H -0.0156 0.0189 0.0338
H -0.0557 -0.0250 -0.0178
H -0.0525 -0.0172 -0.0226
H 0.1368 -0.0644 0.0169
C 0.2308 0.0700 -0.1905
O -0.1485 -0.0842 0.0654
H 0.0543 -0.0491 0.0257
H -0.1237 0.0221 0.0319
H -0.1252 0.0075 0.0854
H 0.0777 0.0568 -0.0432
C 0.0871 -0.1245 -0.2067
O 0.0803 0.2302 0.2226
H 0.0122 0.0324 -0.0084
H -0.0243 0.0124 0.0679
H -0.0502 0.0231 0.0447
H -0.0813 -0.2686 -0.1290
C 0.1140 -0.1826 0.2027
O -0.0361 0.2667 -0.0666
H 0.0258 0.0083 -0.0206
H -0.0390 0.0608 -0.0370
H -0.0497 0.0320 -0.0665
H 0.0069 -0.3073 -0.0428
C -0.1323 0.2479 0.0108
O 0.0958 -0.1339 0.0228
H 0.0624 0.0536 0.0268
H -0.0152 -0.1014 -0.0713
H -0.0157 -0.1643 0.0061
H -0.0791 0.0590 -0.1122
C 0.1672 0.1511 0.0217
O -0.1111 -0.0139 -0.1139
H 0.0276 -0.0273 -0.0241
H -0.0658 -0.0353 -0.0031
H -0.0482 -0.0454 0.0166
H 0.0698 0.0331 0.0667
C 0.2260 -0.1952 -0.2071
O -0.2624 0.1987 0.2458
H -0.0194 0.0158 -0.0160
H -0.0534 0.0768 0.0852
H -0.0581 0.0463 0.0961
H 0.0418 -0.0771 -0.1713

Output
2S+1   1
HOMO level   -11.43 eV
Calculated total energy   -3390.6135 Ha
Frontier orbital gap   9.08 eV
E_LUMO   -2.35 eV
Total charge   +1



[2]
This record from the Open Molecules 2025 dataset describes a 12-piece molecular cluster, C24H78N6O12 overall. The level of theory is the ωB97M-V functional and the def2-TZVPD basis.

Geometry (Å):
1 C 4.85054 -0.21328 1.46746
2 O 4.51211 -1.14625 2.47986
3 C 5.33954 -2.28448 2.40195
4 C 6.73007 -2.01570 2.93693
5 C 7.47844 -3.30995 3.06178
6 N 6.68283 -1.39385 4.23722
7 H 4.29816 -0.47498 0.55336
8 H 5.88687 -0.03454 1.28416
9 H 4.36024 0.78016 1.73751
10 H 4.90970 -3.01033 3.05703
11 H 5.39670 -2.66471 1.36397
12 H 7.27531 -1.40225 2.24598
13 H 8.51298 -3.05588 3.35139
14 H 7.51168 -3.84676 2.11783
15 H 7.01539 -3.92710 3.85001
16 H 6.19257 -1.98637 4.85601
17 H 6.09425 -0.55780 4.14164
18 C 2.04686 -1.63647 -2.94908
19 O 1.37297 -1.78762 -4.22189
20 C 0.15087 -1.07083 -4.30719
21 C -0.37661 -1.34656 -5.67685
22 C 0.63233 -0.82881 -6.73273
23 N -1.64548 -0.84025 -6.01200
24 H 3.02147 -2.06137 -3.04257
25 H 1.54612 -2.12348 -2.17668
26 H 2.09590 -0.55676 -2.72074
27 H -0.47271 -1.53189 -3.56402
28 H 0.33125 -0.00428 -3.95344
29 H -0.46303 -2.45635 -5.79332
30 H 1.52253 -1.49681 -6.91541
31 H 0.97822 0.18768 -6.52525
32 H 0.00274 -0.84686 -7.67599
33 H -2.46232 -1.18193 -5.53911
34 H -1.70629 0.21186 -5.89670
35 C -3.32842 5.23273 -4.84600
36 O -3.30500 3.84312 -4.86092
37 C -4.26952 3.38487 -3.88967
38 C -4.08017 1.88151 -3.87297
39 C -4.39418 1.25346 -5.25525
40 N -4.89846 1.33068 -2.72969
41 H -3.23308 5.62435 -3.81511
42 H -4.36121 5.62731 -5.14371
43 H -2.64605 5.54200 -5.61322
44 H -4.11997 3.89521 -2.93420
45 H -5.26841 3.77741 -4.20202
46 H -3.01843 1.72984 -3.73161
47 H -5.41573 1.53533 -5.53076
48 H -4.31422 0.22493 -5.19037
49 H -3.84379 1.57043 -6.06983
50 H -4.93058 0.31856 -2.89491
51 H -5.80924 1.64374 -3.05131
52 C -0.43249 3.89697 -2.10524
53 O -0.24386 3.49494 -0.74249
54 C 1.04273 3.72725 -0.21526
55 C 1.20125 2.81951 1.01828
56 C 2.39811 3.24544 1.79571
57 N 1.50152 1.34992 0.56346
58 H 0.18932 3.39645 -2.82685
59 H -0.22403 4.96671 -2.21612
60 H -1.46334 3.71154 -2.42515
61 H 1.80178 3.56482 -1.00498
62 H 1.13784 4.80110 -0.00074
63 H 0.33882 2.84035 1.67946
64 H 3.24419 3.32235 1.20298
65 H 2.46470 2.48069 2.57841
66 H 2.24419 4.17422 2.32462
67 H 0.77517 1.09046 -0.14295
68 H 1.40479 0.74876 1.36932
69 C 3.07340 -0.94232 5.83066
70 O 1.96714 -0.11799 5.53236
71 C 0.89430 -0.27559 6.36005
72 C -0.26397 0.59266 5.92884
73 C -1.53193 0.45841 6.81940
74 N -0.60161 0.32200 4.53568
75 H 3.41928 -0.94584 6.90745
76 H 3.94579 -0.56911 5.27498
77 H 2.85683 -1.95259 5.46540
78 H 0.43891 -1.28524 6.40290
79 H 1.16434 -0.06098 7.38585
80 H 0.06721 1.61733 6.04605
81 H -2.05690 -0.49904 6.69491
82 H -2.17976 1.25180 6.48299
83 H -1.17550 0.55625 7.84982
84 H -0.94836 1.17397 4.09144
85 H 0.36832 0.26894 4.18558
86 C -0.52185 -1.70176 1.96383
87 O -1.17928 -1.10341 0.86799
88 C -1.91339 0.00224 1.27299
89 C -2.78693 0.47641 0.14497
90 C -2.00748 0.56237 -1.22105
91 N -3.33031 1.81428 0.51132
92 H 0.33247 -1.12149 2.21006
93 H -0.22569 -2.75445 1.65250
94 H -1.18627 -1.71748 2.79910
95 H -2.61462 -0.12084 2.03522
96 H -1.27173 0.76824 1.56457
97 H -3.63429 -0.26788 0.07685
98 H -2.05851 -0.37728 -1.79524
99 H -0.95742 0.65231 -0.93946
100 H -2.39989 1.37248 -1.80127
101 H -2.74678 2.49497 0.04667
102 H -4.26499 1.84256 0.18504
103 O -2.55304 -3.45615 -2.95811
104 H -1.66488 -3.51246 -2.52316
105 H -2.48271 -4.11798 -3.62405
106 O -1.65728 3.28977 3.08146
107 H -2.30552 2.94879 2.41362
108 H -2.07959 4.11983 3.31913
109 O -0.55596 -3.28080 -1.19130
110 H -0.06829 -3.99048 -0.79600
111 H -0.71275 -2.65373 -0.44819
112 O -1.68771 -6.15783 2.33893
113 H -1.70441 -7.14104 2.42196
114 H -2.32548 -5.88603 2.98772
115 O -4.91848 -1.77266 -2.77062
116 H -5.36495 -2.44746 -2.33444
117 H -4.04624 -2.15203 -2.83610
118 O 0.69777 -5.46929 0.59865
119 H 1.18185 -5.48902 1.40168
120 H -0.18928 -5.37749 0.88834

Cartesian forces, eV/Å:
C -2.8823 1.6892 0.0403
O 0.4794 0.2887 -0.2095
C 0.2476 0.3731 -0.5911
C -0.2387 -0.6872 0.0500
C 0.7729 -0.1011 0.3636
N 0.3380 1.8856 -0.6311
H 0.5295 -0.1712 -0.1308
H 0.8257 -0.2083 0.0365
H 0.7768 -1.1731 -0.0630
H -0.5744 -0.7539 0.2983
H -0.1790 -0.0182 0.2844
H 0.3130 0.6490 -0.2695
H -0.3879 -0.3966 0.0151
H -0.0646 -0.2182 -0.0397
H 0.2524 0.0098 -0.3253
H -0.5861 -0.8623 0.9279
H 0.3312 -0.2895 0.2507
C -0.4664 1.5497 -2.1195
O 1.0960 0.0083 0.6490
C 1.0056 -0.1773 1.6971
C 1.4804 -0.8501 -0.7819
C -0.5046 -1.1692 -1.5362
N -1.7606 3.2283 -0.3281
H 0.7110 -0.1396 -0.2255
H -1.1588 -0.8916 1.3392
H 0.2528 -0.2970 0.0892
H -0.9657 0.0317 0.5315
H -0.4029 -0.7045 -0.9863
H 0.3367 0.7049 0.2433
H -0.9399 0.7246 0.5183
H -0.1077 -0.0819 0.0150
H 1.0487 0.3060 0.7843
H 0.0997 -0.5965 0.4928
H 0.2724 -1.6049 -0.2977
C -2.0204 0.6584 -0.2744
O -0.7647 -0.0774 1.1117
C 0.3483 0.2751 -1.2823
C -0.5149 0.0692 0.0455
C -2.0520 1.6712 1.8701
N 0.6516 0.1156 -1.9233
H 0.7934 0.0930 -0.4696
H 0.9835 -0.4818 0.0652
H 0.6435 0.6599 0.1421
H 0.4649 -0.3683 0.3026
H 0.2268 -0.7634 -0.0829
H 0.2966 -0.1546 0.5380
H -0.2172 -0.3207 0.1284
H -0.0324 -2.2424 0.1634
H 1.7107 0.9614 -1.3262
H -0.0175 0.1193 0.4929
H -0.5554 -0.1579 0.5510
C -0.2588 0.6290 0.6771
O -0.8196 -0.3787 -1.2044
C -0.3603 -0.1934 -0.2430
C 0.8516 -1.2580 -1.5854
C -1.5009 -0.5321 2.0453
N -1.1510 2.0804 -0.8860
H 0.6446 -0.6176 -0.0542
H -0.0984 0.0944 0.0558
H 0.0670 -0.0080 0.4346
H -0.0092 -0.5200 0.4573
H -0.0070 -0.0731 0.5564
H -0.3871 0.2489 -0.3227
H 1.8061 -0.1237 -1.0383
H 0.7621 0.1442 -0.0103
H -0.1576 0.4715 0.0415
H 0.7969 0.1270 1.0351
H -0.1861 -0.1606 0.0778
C 0.8371 -0.0436 0.1127
O 1.2386 0.2712 -0.6508
C -2.0956 -0.9490 1.1381
C -1.2091 0.4960 0.6042
C 1.5123 -0.5253 -0.3743
N 1.5594 0.0916 -0.3942
H -0.8955 0.0152 -0.8083
H -0.4683 -0.0279 -0.0870
H 0.1521 -0.1058 0.3584
H 0.6855 -0.3186 -0.3871
H 0.1005 0.3206 0.5319
H 0.1566 0.5759 0.0474
H 0.3262 0.1751 -0.0646
H -0.4258 0.2971 0.3971
H -0.6127 0.2438 0.0728
H -0.2346 -0.0938 0.2332
H -0.6693 -0.2791 -0.7528
C -0.1040 -1.6005 -1.1940
O -0.0914 -1.1190 -0.1503
C -0.6405 0.3037 -2.0273
C -0.5601 -0.0339 -1.5521
C -0.1390 -1.4868 1.4006
N 1.1420 -1.1305 0.8399
H 1.0587 0.3577 0.4216
H -0.2093 1.2463 0.5075
H -0.3181 -0.2652 0.7940
H -0.7722 -1.0230 1.9281
H 1.4260 1.6535 0.5679
H 0.6857 0.9070 -0.1723
H -0.2037 0.3050 0.1483
H 0.0186 0.5088 -0.4427
H 0.0718 0.3829 -0.3004
H -0.2257 0.3278 -0.1778
H -0.7917 0.5219 -0.5600
O 0.7222 0.4551 0.6576
H -0.8033 0.4344 0.2670
H -0.2722 -0.7394 -1.0045
O -0.9955 -0.3263 -0.8172
H 0.6890 -0.1059 0.4505
H 0.1965 0.1953 0.2713
O -0.2843 1.1283 0.5485
H 0.7047 -0.8222 0.3181
H -0.1418 -0.1957 -0.8127
O 0.3768 -1.4803 -0.2375
H 0.1591 1.1032 -0.2651
H -0.4780 0.4452 0.4439
O 0.6719 1.8372 -1.0534
H -1.6030 -1.7078 1.2443
H 1.0618 -0.2391 -0.2410
O 0.5534 0.1155 -1.5753
H 0.8847 -0.0170 1.0715
H -1.6339 -0.1226 0.5461

Output
2S+1   1
HOMO level   -8.82 eV
SMILES   COC[C@H](C)N.COC[C@H](C)N.COC[C@H](C)N.COC[C@H](C)N.COC[C@H](C)N.COC[C@H](C)N.O.O.O.O.O.O
Calculated total energy   -2192.4456 Ha
Frontier orbital gap   8.99 eV
Energy above the lowest of the compared OMol25 structures with the same formula, charge and spin   35.5 kcal per mole
E_LUMO   0.17 eV



- Among the records above, which one has the highest frontier orbital gap?
  C24H78F5N6O16S